{
  "formula": "C4H10N2O",
  "method": "ωB97M-V/def2-TZVPD",
  "elements": ["C", "C", "N", "H", "H", "H", "H", "H", "C", "C", "N", "O", "H", "H", "H", "H", "H"],
  "xyz": [[-2.752, 0.898, 0.454], [-1.213, 1.005, 2.166], [-2.437, 0.894, 1.871], [-3.391, 0.039, 0.229], [-1.871, 0.850, -0.194], [-3.330, 1.797, 0.233], [-0.942, 1.102, 3.217], [-0.424, 0.891, 1.414], [1.582, -0.010, -1.846], [1.647, -0.806, -0.578], [2.509, -1.961, -0.558], [0.785, -0.612, 0.363], [2.308, -0.371, -2.574], [1.776, 1.056, -1.662], [0.564, -0.059, -2.299], [3.215, -1.894, 0.164], [1.974, -2.821, -0.401]],
  "forces_ev_per_a": [[0.0, -0.5, -0.1], [0.0, -0.5, -0.3], [-0.1, 0.7, 0.2], [0.0, 0.0, 0.0], [0.0, 0.0, 0.1], [0.0, 0.0, 0.0], [0.0, -0.1, 0.0], [0.2, 0.2, 0.1], [-0.2, -0.2, 0.1], [0.4, 0.6, 0.5], [0.1, -0.2, -0.7], [-0.2, 0.0, -0.1], [0.0, 0.0, 0.0], [-0.1, 0.0, -0.1], [0.0, 0.0, -0.1], [-0.2, -0.1, 0.2], [0.0, 0.0, 0.2]],
  "charge": -1,
  "multiplicity": 2,
  "mol_weight_g_mol": 102.1,
  "fmax_ha_per_bohr": 0.0162,
  "de_lowest_kcal_mol": 20.6
}



{
  "formula": "C4H10N2O",
  "method": "ωB97M-V/def2-TZVPD",
  "elements": ["H", "N", "C", "C", "C", "C", "N", "O", "H", "H", "H", "H", "H", "H", "H", "H", "H"],
  "xyz": [[0.518, -3.196, -0.488], [-0.213, -2.505, -0.318], [0.233, -1.350, -0.021], [1.688, -0.954, -0.010], [-0.743, -0.430, 0.771], [-0.924, 0.457, -0.411], [-0.524, 1.960, 0.248], [-0.793, 3.142, -0.492], [1.852, -0.042, -0.584], [2.314, -1.726, -0.460], [2.033, -0.780, 1.009], [-0.261, -0.009, 1.650], [-1.640, -0.993, 1.010], [-1.981, 0.559, -0.654], [-0.424, 0.471, -1.383], [0.496, 1.929, 0.271], [-1.631, 3.469, -0.139]],
  "forces_ev_per_a": [[0.1, 0.4, -0.9], [0.0, 0.0, 0.4], [0.0, -2.3, 3.2], [0.0, 0.1, -0.4], [1.9, -1.8, -2.8], [-1.7, 6.5, 0.9], [-0.7, -2.0, 0.0], [-0.1, -0.5, -0.7], [0.0, 0.2, 0.0], [-0.1, 0.0, 0.0], [-0.1, 0.0, 0.0], [0.0, 0.3, -0.2], [0.1, 0.1, 0.1], [-0.1, 0.1, 0.0], [0.6, -1.0, 0.4], [-0.2, 0.1, -0.1], [0.2, -0.2, 0.1]],
  "charge": 0,
  "mol_weight_g_mol": 102.1,
  "fmax_ha_per_bohr": 0.1319,
  "de_lowest_kcal_mol": 110.4,
  "smiles": "[H]/N=C(\\C)CCNO"
}



{
  "formula": "C4H10N2O",
  "method": "ωB97M-V/def2-TZVPD",
  "elements": ["C", "C", "C", "N", "O", "H", "H", "H", "H", "H", "C", "N", "H", "H", "H", "H", "H"],
  "xyz": [[1.635, -0.529, -0.413], [0.950, 0.613, -0.238], [1.696, 1.878, 0.091], [-0.380, 0.799, -1.144], [-0.902, 1.877, -1.060], [2.681, -0.632, -0.137], [1.111, -1.471, -0.546], [2.779, 1.737, 0.176], [1.585, 2.624, -0.705], [1.320, 2.330, 1.014], [-1.887, -1.841, 0.185], [-1.743, -0.459, 0.584], [-1.155, -2.097, -0.585], [-2.870, -2.067, -0.242], [-1.721, -2.502, 1.042], [-2.418, -0.178, 1.290], [-0.679, -0.082, 0.687]],
  "forces_ev_per_a": [[-1.1, -0.3, 1.1], [1.0, 0.8, -2.4], [-0.3, 0.6, 0.0], [0.1, 1.0, 0.8], [1.4, -1.4, -0.1], [-0.1, 0.2, 0.1], [0.0, 0.1, -0.7], [-0.3, -0.4, 0.2], [-0.3, -0.1, 0.1], [0.1, 0.0, -0.1], [0.5, -0.3, 0.4], [2.3, 1.3, -0.1], [0.0, 0.1, 0.0], [0.1, 0.3, 0.1], [-0.1, -0.4, -0.2], [0.7, 0.1, 0.0], [-4.0, -1.7, 0.6]],
  "charge": 0,
  "mol_weight_g_mol": 102.1,
  "fmax_ha_per_bohr": 0.0843,
  "de_lowest_kcal_mol": 132.6,
  "smiles": "C=C(C)N=O.CN"
}



{
  "formula": "C4H10N2O",
  "method": "ωB97M-V/def2-TZVPD",
  "elements": ["C", "C", "C", "N", "H", "H", "H", "H", "H", "H", "H", "N", "C", "O", "H", "H", "H"],
  "xyz": [[-1.083, 0.560, -0.862], [-1.234, -0.098, 0.309], [-1.634, -1.546, 0.346], [-0.791, 0.387, 1.513], [-0.903, 1.624, -0.862], [-1.536, 0.183, -1.764], [-2.178, -1.780, 1.259], [-2.265, -1.790, -0.506], [-0.751, -2.184, 0.300], [-0.462, 1.343, 1.464], [0.109, -0.196, 1.827], [2.525, 1.073, -0.793], [1.839, 0.055, -0.250], [1.759, -0.143, 0.959], [3.047, 1.699, -0.196], [2.436, 1.301, -1.766], [1.122, -0.488, -0.979]],
  "forces_ev_per_a": [[-1.5, 0.2, 0.6], [0.9, -0.4, -1.3], [-0.2, 0.0, -0.2], [2.1, -1.0, 2.0], [0.5, 0.2, 0.0], [0.0, -0.2, -0.2], [0.0, 0.0, 0.0], [0.0, 0.0, -0.1], [0.1, 0.0, 0.1], [-0.1, 0.0, -0.2], [-2.7, 1.5, -0.7], [0.5, 0.2, -0.1], [-2.1, -0.4, 0.1], [1.0, -0.3, -0.8], [-0.1, -0.2, -0.1], [0.0, -0.1, 0.0], [1.5, 0.5, 0.8]],
  "charge": 0,
  "mol_weight_g_mol": 102.1,
  "fmax_ha_per_bohr": 0.0615,
  "de_lowest_kcal_mol": 42.0,
  "smiles": "C=C(C)N.NC=O"
}



{
  "formula": "C4H10N2O",
  "method": "ωB97M-V/def2-TZVPD",
  "elements": ["C", "C", "C", "N", "C", "N", "O", "H", "H", "H", "H", "H", "H", "H", "H", "H", "H"],
  "xyz": [[0.469, 0.985, 1.739], [-0.332, 0.471, 0.565], [-1.597, -0.316, 0.964], [0.463, -0.342, -0.349], [0.331, -0.269, -1.697], [1.176, -1.153, -2.397], [-0.486, 0.436, -2.254], [-0.209, 1.490, 2.418], [1.043, 0.219, 2.252], [1.173, 1.761, 1.431], [-0.626, 1.303, -0.039], [-1.254, -1.202, 1.499], [-2.079, -0.602, 0.027], [-2.322, 0.280, 1.506], [1.168, -0.956, 0.036], [2.166, -0.970, -2.329], [0.916, -1.134, -3.374]],
  "forces_ev_per_a": [[0.3, 0.5, -0.3], [-0.4, -0.5, -0.2], [0.7, 0.2, -0.8], [0.7, 0.0, 0.5], [0.1, -0.1, 0.1], [-0.1, 0.0, -0.4], [-0.3, 0.0, -0.1], [-0.1, -0.2, 0.4], [-0.1, -0.2, 0.2], [0.1, -0.2, -0.2], [-0.4, 0.7, -0.3], [-0.5, -0.1, 0.2], [0.0, -0.3, 0.1], [0.1, 0.0, 0.4], [-0.3, 0.0, -0.2], [0.1, 0.0, 0.4], [0.0, 0.1, 0.0]],
  "charge": 0,
  "mol_weight_g_mol": 102.1,
  "fmax_ha_per_bohr": 0.0214,
  "de_lowest_kcal_mol": 4.0,
  "smiles": "CC(C)NC(N)=O"
}



{
  "formula": "C4H10N2O",
  "method": "ωB97M-V/def2-TZVPD",
  "elements": ["N", "C", "C", "N", "C", "C", "O", "H", "H", "H", "H", "H", "H", "H", "H", "H", "H"],
  "xyz": [[2.611, 0.017, 1.112], [2.298, 0.407, -0.314], [0.896, 0.957, -0.504], [-0.083, 0.022, 0.014], [-1.442, 0.531, -0.066], [-2.429, -0.586, 0.156], [-2.338, -1.610, -0.470], [2.165, 0.688, 1.727], [2.094, -0.848, 1.209], [3.103, 1.035, -0.687], [2.357, -0.579, -0.778], [0.801, 1.958, -0.077], [0.724, 1.014, -1.589], [-0.018, -0.864, -0.469], [-1.614, 0.961, -1.074], [-1.586, 1.364, 0.620], [-3.229, -0.480, 0.909]],
  "forces_ev_per_a": [[-0.2, 0.5, -1.1], [0.4, -1.1, 1.7], [0.3, -0.5, -1.1], [-0.3, 0.2, 1.0], [0.4, 0.4, -0.5], [0.1, -0.3, -0.2], [0.0, -0.1, 0.1], [0.0, -0.1, 0.2], [0.0, 0.0, 0.6], [-0.2, 0.2, -0.2], [0.1, 0.2, -0.8], [-0.2, -0.1, 0.2], [0.1, 0.6, -0.1], [-0.1, 0.0, -0.1], [-0.3, -0.2, 0.1], [0.0, -0.1, 0.3], [0.0, 0.2, 0.0]],
  "charge": 0,
  "mol_weight_g_mol": 102.1,
  "fmax_ha_per_bohr": 0.0398,
  "de_lowest_kcal_mol": 50.5,
  "smiles": "NCCNCC=O"
}



{
  "formula": "C4H10N2O",
  "method": "ωB97M-V/def2-TZVPD",
  "elements": ["C", "N", "C", "C", "C", "N", "O", "H", "H", "H", "H", "H", "H", "H", "H", "H", "H"],
  "xyz": [[0.247, 1.561, 1.476], [-0.276, 0.488, 0.510], [-1.477, 0.891, -0.213], [0.868, -0.151, -0.242], [0.725, -1.625, -0.204], [0.186, -2.228, -1.476], [1.251, -2.289, 0.598], [0.199, 0.968, 2.349], [1.259, 1.852, 1.408], [-0.303, 2.459, 1.497], [-1.996, 1.513, 0.388], [-2.267, -0.034, -0.345], [-1.183, 1.231, -1.165], [1.873, -0.004, 0.410], [0.965, 0.251, -1.176], [0.290, -3.208, -1.737], [-0.362, -1.675, -2.077]],
  "forces_ev_per_a": [[-0.9, -2.6, -0.8], [1.7, 0.9, 0.4], [0.5, -5.3, -0.8], [-0.1, 0.8, 4.9], [-1.0, -1.1, -5.7], [1.3, 0.5, 2.8], [0.8, -2.0, 2.4], [-0.2, 0.4, 1.8], [1.4, 0.1, -0.9], [-1.2, 0.8, 0.1], [-1.6, 2.5, 1.5], [2.1, 1.9, 0.1], [-0.3, 1.0, -1.5], [-2.4, -0.1, -1.7], [0.4, 1.0, -2.7], [-0.1, 0.5, 0.7], [-0.5, 0.7, -0.6]],
  "charge": 0,
  "mol_weight_g_mol": 102.1,
  "fmax_ha_per_bohr": 0.1138,
  "de_lowest_kcal_mol": 73.6,
  "smiles": "CN(C)CC(N)=O"
}



{
  "formula": "C4H10N2O",
  "method": "ωB97M-V/def2-TZVPD",
  "elements": ["C", "C", "C", "C", "H", "H", "H", "H", "H", "H", "H", "H", "H", "H", "N", "N", "O"],
  "xyz": [[3.033, 0.046, -0.098], [1.599, 0.362, -0.001], [-0.533, -0.955, -0.187], [-2.972, -0.283, 0.002], [3.674, 0.921, -0.354], [2.894, -0.735, -1.003], [3.330, -0.479, 0.804], [1.624, 1.046, 0.815], [1.400, 1.144, -0.741], [-0.718, -1.982, 0.036], [-3.324, -1.264, -0.130], [-3.747, 0.384, -0.479], [-3.150, -0.086, 1.141], [-0.756, 1.438, 0.804], [0.678, -0.832, -0.092], [-1.589, -0.111, -0.266], [-1.446, 1.383, -0.250]],
  "forces_ev_per_a": [[0.0, -3.0, -3.0], [-1.9, 1.7, -1.2], [-2.4, -0.1, 0.9], [-1.6, 0.8, 3.1], [-0.5, -0.8, 0.2], [1.7, 1.4, 1.8], [0.5, -0.1, -0.1], [-1.5, -0.1, 2.0], [-0.4, -0.5, -0.8], [-1.8, -0.9, -0.6], [0.0, -1.5, -0.5], [1.6, -0.4, -0.1], [0.2, -0.2, -1.6], [-3.1, 0.3, -4.8], [6.1, 2.4, 1.0], [-1.2, 3.5, -1.5], [4.4, -2.5, 5.2]],
  "charge": 0,
  "mol_weight_g_mol": 102.1,
  "fmax_ha_per_bohr": 0.1404,
  "de_lowest_kcal_mol": 155.1
}



{
  "formula": "C4H10N2O",
  "method": "ωB97M-V/def2-TZVPD",
  "elements": ["N", "N", "C", "C", "C", "C", "O", "H", "H", "H", "H", "H", "H", "H", "H", "H", "H"],
  "xyz": [[1.006, 1.880, -0.016], [1.128, 0.527, -0.512], [1.209, -0.551, 0.626], [-0.176, -0.621, 1.269], [-1.165, -0.910, 0.185], [-1.442, 0.020, -0.763], [-2.015, -0.283, -1.978], [1.272, 2.507, -0.772], [1.708, 2.005, 0.713], [0.780, 0.322, -1.442], [1.482, -1.493, 0.149], [1.966, -0.192, 1.325], [-0.390, 0.348, 1.730], [-0.193, -1.420, 2.013], [-1.450, -1.946, 0.040], [-1.648, 1.052, -0.504], [-2.073, -1.244, -2.061]],
  "forces_ev_per_a": [[-0.8, -0.1, -0.1], [2.5, -1.6, 1.8], [-1.0, 2.6, -2.7], [-0.5, -0.2, 0.1], [0.0, 0.6, -0.7], [-1.9, -1.5, 1.1], [0.0, 0.1, 0.2], [0.1, -0.2, 0.1], [0.1, -0.1, -0.3], [-0.1, 0.2, 0.8], [0.1, 0.1, 0.1], [0.1, -0.2, -0.1], [0.1, -0.1, 0.2], [-0.1, 0.2, 0.2], [0.2, -0.2, -0.4], [1.1, 0.3, -0.3], [0.1, 0.1, 0.0]],
  "charge": 0,
  "mol_weight_g_mol": 102.1,
  "fmax_ha_per_bohr": 0.0756,
  "de_lowest_kcal_mol": 97.7,
  "smiles": "NNCC/C=C/O"
}



{
  "formula": "C4H10N2O",
  "method": "ωB97M-V/def2-TZVPD",
  "elements": ["H", "N", "C", "O", "C", "N", "C", "C", "H", "H", "H", "H", "H", "H", "H", "H", "H"],
  "xyz": [[0.696, 2.074, -0.611], [1.239, 1.224, -0.515], [0.510, 0.211, -0.247], [1.046, -1.016, -0.066], [2.464, -1.137, -0.148], [-0.868, 0.160, -0.136], [-1.522, -0.946, 0.543], [-1.574, 1.421, -0.113], [2.864, -1.309, 0.858], [2.683, -2.005, -0.779], [2.893, -0.227, -0.570], [-1.558, -0.804, 1.634], [-0.996, -1.873, 0.327], [-2.549, -1.029, 0.171], [-1.338, 2.014, -1.001], [-2.647, 1.221, -0.127], [-1.343, 2.023, 0.778]],
  "forces_ev_per_a": [[0.1, -0.1, 0.0], [-0.2, -0.1, 0.1], [-0.1, 0.1, 0.0], [-0.1, 0.1, 0.0], [0.3, 0.0, 0.0], [0.2, 0.1, 0.0], [0.0, -0.1, 0.0], [-0.1, 0.1, -0.1], [-0.1, 0.1, -0.2], [-0.1, 0.2, 0.1], [0.0, -0.2, 0.0], [0.0, 0.0, -0.1], [-0.1, 0.1, 0.1], [0.2, 0.0, 0.1], [0.0, -0.1, 0.1], [0.1, 0.0, 0.0], [0.0, -0.1, -0.1]],
  "charge": 0,
  "mol_weight_g_mol": 102.1,
  "fmax_ha_per_bohr": 0.0049,
  "de_lowest_kcal_mol": 37.3,
  "smiles": "[H]/N=C(/OC)N(C)C"
}